[1]
The following is a DFT calculation (ωB97M-V with the def2-TZVPD basis set) of 2 unconnected molecules or ions with the total composition C4H14NO.

- Total charge: +1
- Energy relative to the best compared isomer or geometry (same formula, charge and spin): 1.090 eV
- HOMO energy: -15.444 eV
- Lowest unoccupied orbital energy: -3.33 eV

```
20
Properties=species:S:1:pos:R:3:mulliken_charge:R:1
C 0.085 1.381 -0.232 -0.753
C 0.019 0.645 -1.545 -0.566
C -1.277 -0.195 -1.708 -0.716
C -0.892 -1.709 -1.699 -1.018
N 0.065 0.394 0.921 -0.269
H -0.913 1.816 -0.081 0.397
H 0.794 2.198 -0.098 0.425
H 0.963 0.102 -1.671 0.378
H 0.176 1.365 -2.360 0.428
H -1.748 0.034 -2.677 0.353
H -2.017 -0.076 -0.909 0.407
H -0.773 -2.039 -2.719 0.339
H -0.072 -1.867 -0.944 0.304
H -1.709 -2.286 -1.229 0.297
H -0.622 -0.308 0.622 0.276
H 0.907 -0.048 1.289 0.355
H -0.427 0.766 1.742 0.375
H 1.240 -1.004 3.621 0.327
H 2.386 -0.186 3.979 0.318
O 1.709 -0.223 3.292 -0.657
```

[2]
The following is a DFT calculation (ωB97M-V with the def2-TZVPD basis set) of 2 unconnected molecules or ions with the total composition C4H12N2O.

- Total charge: 0
- Energy relative to the best compared isomer or geometry (same formula, charge and spin): 1.611 eV
- SMILES: CC(C)C(N)=O.N
- HOMO energy: -8.942 eV
- Lowest unoccupied orbital energy: 0.88 eV

```
19
Properties=species:S:1:pos:R:3:mulliken_charge:R:1
C 1.742 -0.521 -1.120 -1.576
C 0.774 0.240 -0.217 0.783
C 1.162 0.031 1.244 -1.530
C -0.830 -0.278 -0.523 0.341
N -1.310 -1.297 0.265 -0.342
O -1.287 -0.149 -1.650 -0.637
H 2.791 -0.321 -0.874 0.422
H 1.632 -0.225 -2.169 0.339
H 1.569 -1.600 -1.044 0.344
H 0.943 1.309 -0.421 0.289
H 0.505 0.609 1.903 0.313
H 1.089 -1.024 1.528 0.350
H 2.190 0.352 1.447 0.437
H -1.937 -1.975 -0.146 0.226
H -0.908 -1.565 1.151 0.170
N -2.012 1.684 0.277 -0.867
H -1.022 1.859 -0.065 0.399
H -2.657 1.874 -0.490 0.239
H -2.434 0.997 0.903 0.300
```

[3]
The following is a DFT calculation (ωB97M-V with the def2-TZVPD basis set) of a single C3H7NOS molecule.

- Total charge: 0
- Energy relative to the best compared isomer or geometry (same formula, charge and spin): 1.003 eV
- SMILES: C[C@@H](N)C(=O)S
- HOMO energy: -9.033 eV
- Lowest unoccupied orbital energy: 0.69 eV

```
13
Properties=species:S:1:pos:R:3:mulliken_charge:R:1
C 0.741 0.662 0.949 -1.276
C 0.308 0.231 -0.447 0.282
N 0.761 -1.090 -0.732 -0.438
C -1.238 0.548 -0.432 0.372
O -1.621 1.670 -0.716 -0.506
S -2.417 -0.608 0.197 -0.221
H 1.796 0.844 1.142 0.354
H 0.295 1.645 1.117 0.385
H 0.328 -0.002 1.754 0.309
H 0.640 0.874 -1.275 0.274
H 1.028 -1.379 -1.596 0.132
H 0.930 -1.731 -0.011 0.188
H -1.550 -1.662 0.050 0.145
```

| no. | frontier orbital gap (eV) |
| --- | --- |
| 1 | 12.1 |
| 2 | 9.8 |
| 3 | 9.7 |